[1]
{
  "formula": "C40H28BrF7PRhS2Sb",
  "method": "ωB97M-V/def2-TZVPD",
  "species": ["Rh", "C", "C", "S", "C", "C", "S", "H", "H", "H", "H", "H", "H", "F", "C", "C", "F", "C", "F", "C", "P", "C", "C", "C", "C", "C", "C", "C", "C", "C", "C", "C", "C", "C", "Br", "C", "F", "H", "H", "H", "H", "H", "H", "H", "H", "H", "H", "F", "C", "C", "C", "C", "C", "C", "Sb", "C", "C", "C", "C", "F", "C", "C", "C", "C", "C", "C", "F", "C", "C", "H", "H", "H", "H", "H", "H", "H", "H", "H", "H", "H", "H"],
  "coordinates": [[0.64821, -0.06046, 1.07138], [5.17611, -2.01844, 0.11195], [3.76704, -1.73108, 0.54141], [3.30266, -0.12643, 0.70854], [2.88749, -2.76399, 0.86443], [3.26977, -4.20963, 0.79663], [1.30865, -2.42925, 1.37010], [5.71865, -1.09522, -0.07279], [5.17962, -2.61086, -0.80438], [5.70870, -2.58491, 0.87666], [4.34084, -4.34734, 0.67915], [2.76776, -4.69302, -0.04396], [2.95012, -4.72443, 1.70289], [-3.30803, 5.95935, 0.16198], [-2.29348, 5.11422, 0.16256], [-1.12161, 5.42524, -0.50893], [-1.00643, 6.57873, -1.14666], [-0.06525, 4.52321, -0.49523], [1.05482, 4.89185, -1.11526], [-0.14513, 3.29592, 0.15061], [1.25598, 2.11789, 0.17609], [2.02027, 2.25843, -1.45023], [3.39567, 2.37349, -1.61699], [3.93353, 2.39526, -2.89532], [3.10795, 2.29273, -4.00294], [1.73478, 2.16167, -3.83879], [1.19219, 2.13974, -2.56697], [2.31779, 2.82837, 1.46199], [3.11006, 3.95763, 1.26494], [3.85752, 4.46805, 2.31387], [3.81275, 3.86084, 3.56204], [3.01849, 2.74321, 3.77046], [2.27763, 2.22331, 2.72425], [-1.32492, 3.02326, 0.84491], [-1.56652, 1.45316, 1.88131], [-2.38766, 3.90902, 0.85071], [-3.50660, 3.63292, 1.50878], [4.05130, 2.44597, -0.76072], [5.00251, 2.49469, -3.02451], [3.53035, 2.31439, -4.99838], [1.08865, 2.07790, -4.70183], [0.11941, 2.03552, -2.44553], [3.14075, 4.43848, 0.29611], [4.47417, 5.34234, 2.15742], [4.39961, 4.26340, 4.37637], [2.98258, 2.27614, 4.74535], [1.64562, 1.34768, 2.90918], [-1.07069, -7.31691, -2.42192], [-1.16056, -6.07949, -1.91784], [-1.87825, -5.88520, -0.75221], [-1.96446, -4.60115, -0.23841], [-1.34231, -3.53731, -0.88074], [-0.62583, -3.76918, -2.05215], [-0.53024, -5.04295, -2.58430], [-1.45377, -1.56526, -0.15591], [-2.52931, -1.86804, 1.65438], [-3.75286, -1.23842, 1.86996], [-4.42354, -1.36677, 3.07491], [-3.85132, -2.14161, 4.06650], [-4.49123, -2.27085, 5.23547], [-2.64182, -2.78882, 3.89194], [-1.98623, -2.64307, 2.67933], [-2.96579, -0.68868, -1.33437], [-2.75745, 0.58054, -1.85981], [-3.71963, 1.19792, -2.64441], [-4.89383, 0.51193, -2.89228], [-5.83213, 1.09518, -3.64729], [-5.13510, -0.75668, -2.39121], [-4.15911, -1.35182, -1.61089], [-2.35587, -6.72625, -0.27010], [-2.52808, -4.43989, 0.67240], [-0.12844, -2.95482, -2.56775], [0.01520, -5.24529, -3.49504], [-4.19993, -0.63406, 1.08947], [-5.37362, -0.88427, 3.25335], [-2.23505, -3.39086, 4.69133], [-1.04321, -3.15882, 2.54415], [-1.82919, 1.10881, -1.65801], [-3.57746, 2.18413, -3.06363], [-6.06757, -1.25387, -2.61821], [-4.33567, -2.34713, -1.21932]],
  "forces_ev_per_angstrom": [[0.28, -0.62, 0.14], [0.05, 0.04, -0.02], [-0.06, -0.06, 0.07], [-0.02, 0.09, -0.12], [-0.06, 0.12, 0.00], [0.02, -0.07, 0.05], [-0.08, -0.09, 0.07], [0.00, 0.00, -0.01], [0.01, -0.02, -0.02], [0.02, -0.01, 0.02], [0.02, 0.01, 0.00], [-0.01, 0.01, -0.01], [-0.02, -0.03, -0.01], [0.03, -0.02, 0.00], [0.09, -0.12, 0.02], [0.00, -0.10, 0.05], [-0.02, -0.03, 0.02], [-0.11, 0.04, 0.01], [-0.03, 0.04, -0.01], [-0.05, 0.04, 0.02], [-0.10, 0.05, 0.12], [-0.02, -0.02, -0.02], [0.00, 0.03, -0.01], [0.02, 0.00, -0.03], [-0.03, 0.00, -0.05], [0.01, 0.00, -0.01], [0.01, -0.02, 0.06], [0.03, -0.05, 0.05], [-0.05, -0.01, 0.00], [0.00, -0.02, 0.04], [0.04, 0.06, -0.03], [0.02, -0.01, 0.06], [-0.17, 0.07, -0.16], [-0.08, 0.06, -0.04], [0.01, 0.13, 0.02], [0.11, 0.08, -0.10], [-0.02, 0.02, 0.00], [-0.01, -0.01, 0.02], [0.02, 0.00, 0.01], [0.02, 0.00, 0.00], [-0.01, 0.00, -0.01], [0.00, 0.00, 0.00], [0.00, 0.01, -0.01], [0.01, 0.01, 0.00], [0.00, 0.00, 0.01], [-0.01, -0.01, 0.00], [0.18, 0.17, -0.07], [0.00, -0.02, -0.01], [-0.01, 0.05, 0.03], [0.08, -0.05, -0.12], [-0.09, 0.04, 0.10], [-0.01, -0.04, -0.14], [0.08, 0.05, -0.04], [-0.05, -0.13, 0.05], [0.13, 0.35, 0.06], [-0.04, -0.08, 0.01], [-0.05, 0.10, -0.13], [0.02, -0.07, 0.11], [0.02, 0.00, -0.01], [0.01, 0.00, 0.00], [-0.11, 0.06, 0.00], [0.09, -0.05, 0.03], [-0.06, -0.03, -0.06], [0.10, 0.15, 0.04], [-0.11, -0.04, -0.01], [0.03, -0.03, 0.03], [-0.01, 0.00, -0.01], [0.00, 0.11, -0.05], [-0.01, -0.09, -0.01], [-0.01, -0.01, 0.01], [-0.01, 0.00, 0.00], [-0.01, 0.02, 0.01], [0.01, 0.00, -0.02], [0.00, 0.01, 0.00], [-0.03, 0.02, 0.00], [0.02, -0.02, 0.03], [0.01, 0.00, -0.02], [-0.03, -0.04, 0.02], [0.01, 0.02, -0.01], [-0.01, 0.00, -0.01], [0.00, -0.01, 0.00]],
  "lowdin_spin": [2.015, 0.027, 0.190, 0.521, 0.229, 0.029, 0.444, 0.005, 0.008, 0.005, 0.002, 0.008, 0.008, 0.000, 0.001, 0.001, 0.000, 0.005, 0.001, 0.020, 0.087, 0.011, 0.012, 0.000, 0.007, 0.000, 0.005, 0.012, 0.002, 0.002, 0.000, 0.004, 0.024, 0.004, 0.086, 0.002, 0.003, 0.001, 0.000, 0.000, 0.000, 0.000, 0.000, 0.000, 0.000, 0.000, 0.013, 0.001, 0.001, 0.001, 0.005, 0.026, 0.004, 0.000, 0.102, 0.012, 0.003, 0.001, 0.002, 0.001, 0.000, 0.004, 0.033, 0.002, 0.000, -0.001, 0.000, 0.002, 0.005, 0.000, 0.000, 0.001, 0.000, 0.000, 0.000, 0.000, 0.001, 0.000, 0.000, 0.000, 0.001],
  "homo_lumo_gap_ha": [0.27264, 0.23993],
  "homo_energy_ev": [-9.94, -11.35],
  "charge": 1,
  "multiplicity": 5,
  "s2": 6.02,
  "lumo_energy_ev": [-2.52, -4.82]
}

[2]
{
  "formula": "C34H40F5N12O4P2Sr",
  "method": "ωB97M-V/def2-TZVPD",
  "species": ["Sr", "C", "N", "C", "N", "C", "N", "C", "C", "C", "C", "C", "C", "C", "N", "N", "C", "O", "C", "C", "C", "C", "C", "C", "N", "C", "N", "C", "N", "C", "H", "H", "H", "H", "H", "H", "H", "H", "H", "H", "H", "H", "H", "H", "H", "H", "C", "N", "C", "P", "O", "O", "P", "O", "N", "C", "C", "N", "C", "C", "N", "C", "C", "H", "H", "H", "H", "H", "H", "H", "H", "H", "H", "H", "H", "H", "H", "H", "H", "H", "H", "H", "H", "H", "H", "H", "H", "F", "C", "C", "C", "F", "C", "F", "C", "F", "C", "F"],
  "coordinates": [[1.69397, 1.70670, -0.21332], [2.13682, -2.14142, 4.22580], [2.13512, -0.79185, 3.67243], [2.34510, -0.42743, 2.41000], [2.08106, 0.86012, 2.26055], [1.72377, 1.24250, 3.51705], [1.72827, 0.26977, 4.39784], [0.80139, -2.81564, 4.01410], [-0.04096, -3.07864, 5.08388], [-1.28670, -3.66070, 4.87091], [-1.70304, -3.96751, 3.58850], [-0.86130, -3.69774, 2.50885], [0.38790, -3.13516, 2.72553], [-1.32549, -3.99171, 1.15547], [-2.49827, -4.37499, 0.78534], [-2.45364, -4.50493, -0.59295], [-1.25887, -4.18567, -0.95267], [-0.47630, -3.85422, 0.10531], [-0.73050, -4.06902, -2.30962], [-1.51131, -4.50304, -3.38071], [-1.05250, -4.33074, -4.67331], [0.17379, -3.71798, -4.90602], [0.95685, -3.29077, -3.84373], [2.27701, -2.59993, -4.08750], [2.20746, -1.17945, -3.76050], [2.42798, -0.59371, -2.58771], [2.16857, 0.70485, -2.66936], [1.77276, 0.84348, -3.96701], [1.77654, -0.27138, -4.65633], [0.50373, -3.47648, -2.54269], [2.37116, -2.04775, 5.28300], [2.93929, -2.69464, 3.73823], [2.69241, -1.10122, 1.64520], [1.45736, 2.25345, 3.77801], [0.27331, -2.82754, 6.08945], [-1.93206, -3.87326, 5.71242], [-2.66973, -4.41703, 3.40594], [1.03073, -2.93311, 1.87691], [-2.46756, -4.96814, -3.18299], [-1.65170, -4.66942, -5.50746], [0.52085, -3.57239, -5.92148], [2.56997, -2.66877, -5.13205], [3.06786, -3.03242, -3.47509], [2.80671, -1.11548, -1.72443], [1.50628, 1.78707, -4.41389], [1.10344, -3.14769, -1.70148], [-2.55655, -1.12982, -1.43433], [-2.56643, 0.21526, -0.84155], [-3.75808, 0.98587, -1.17127], [-1.55741, 0.41821, 0.42601], [-0.22774, -0.21102, 0.21759], [-1.28521, 2.01113, 0.56346], [-1.13378, 3.49605, -0.02815], [0.27408, 3.93208, 0.15534], [-2.20231, 4.41468, 0.77389], [-1.88557, 5.81459, 1.07294], [-3.59169, 4.02048, 0.96722], [-1.58467, 3.30261, -1.60353], [-2.01420, 4.51792, -2.30939], [-0.67548, 2.48977, -2.40728], [-2.24058, -0.04903, 1.82919], [-3.64501, 0.16073, 2.14635], [-1.39581, -0.24573, 3.00762], [-2.71296, -1.04173, -2.51067], [-3.33793, -1.76614, -1.01051], [-1.58738, -1.59022, -1.26667], [-3.82293, 1.07766, -2.25715], [-3.70193, 1.98709, -0.75897], [-4.66964, 0.49213, -0.82315], [-0.82124, 5.98625, 0.93713], [-2.14476, 6.02629, 2.11035], [-2.44647, 6.49132, 0.42368], [-3.66287, 2.94763, 1.13754], [-4.22728, 4.29526, 0.11948], [-3.97174, 4.52352, 1.85581], [-2.74776, 5.05837, -1.71451], [-2.48569, 4.22577, -3.24719], [-1.17589, 5.18539, -2.53164], [-0.51701, 1.50304, -1.96954], [0.27554, 2.99971, -2.61101], [-1.16199, 2.28714, -3.36334], [-4.24007, 0.26474, 1.24267], [-3.78220, 1.05193, 2.76737], [-4.02123, -0.70219, 2.69740], [-0.36229, -0.36586, 2.70090], [-1.71058, -1.14894, 3.53288], [-1.47133, 0.60560, 3.69000], [3.85770, -0.05505, -0.07687], [4.77087, 1.03208, -0.09159], [4.24120, 2.28561, -0.13502], [5.19090, 3.28210, -0.15190], [4.81137, 4.58043, -0.19756], [6.55422, 3.04128, -0.12688], [7.44087, 4.03894, -0.14429], [7.01544, 1.73178, -0.08366], [8.32454, 1.48224, -0.06126], [6.10653, 0.68894, -0.06621], [6.52286, -0.58479, -0.02813]],
  "forces_ev_per_angstrom": [[0.24, 0.25, 0.25], [-0.02, 0.02, 0.03], [0.05, -0.02, -0.03], [-0.07, 0.00, 0.01], [0.03, 0.00, 0.06], [-0.08, 0.00, -0.02], [0.00, 0.00, 0.01], [0.00, 0.00, 0.00], [0.00, 0.00, 0.01], [0.00, -0.01, -0.01], [0.00, 0.00, 0.01], [-0.02, 0.00, 0.00], [0.03, -0.03, 0.00], [-0.04, -0.06, -0.03], [0.03, 0.01, 0.04], [0.01, 0.06, -0.04], [-0.04, -0.07, 0.03], [0.03, 0.08, 0.01], [0.00, 0.00, -0.02], [0.01, 0.00, 0.01], [0.01, 0.00, 0.00], [0.00, -0.02, 0.00], [0.01, 0.00, 0.01], [-0.04, 0.00, -0.01], [0.00, -0.03, 0.02], [0.11, 0.04, -0.05], [-0.24, -0.21, 0.06], [0.03, 0.02, 0.02], [0.01, 0.02, -0.02], [-0.02, 0.01, -0.01], [0.01, -0.02, 0.00], [0.01, 0.01, 0.00], [0.01, 0.00, 0.01], [0.01, 0.00, 0.00], [0.00, 0.00, 0.00], [0.00, 0.00, 0.00], [0.00, 0.00, 0.00], [0.00, 0.01, 0.00], [0.00, 0.00, 0.00], [0.00, 0.00, 0.00], [0.00, 0.00, 0.00], [0.02, -0.01, 0.01], [0.01, 0.00, 0.00], [0.00, 0.00, -0.02], [-0.01, 0.00, 0.01], [0.00, 0.00, 0.00], [-0.02, 0.03, 0.00], [-0.01, -0.05, 0.03], [0.04, 0.02, -0.02], [0.13, -0.17, 0.09], [0.28, 0.22, -0.17], [-0.44, 0.22, 0.05], [0.13, 0.05, 0.26], [0.14, -0.51, -0.13], [0.02, -0.02, -0.05], [0.02, -0.01, 0.00], [0.04, 0.04, -0.01], [-0.12, 0.17, -0.14], [0.00, -0.03, 0.01], [-0.31, -0.03, -0.30], [0.10, -0.08, -0.05], [-0.04, -0.01, -0.05], [-0.03, 0.07, 0.02], [-0.01, 0.00, 0.00], [0.00, 0.01, -0.01], [0.01, -0.02, -0.01], [0.01, 0.03, 0.00], [-0.03, -0.03, 0.01], [0.00, -0.01, 0.00], [-0.01, 0.01, 0.00], [0.00, 0.00, 0.00], [0.00, 0.00, 0.00], [-0.01, 0.02, 0.01], [0.00, 0.00, 0.01], [-0.01, -0.01, 0.01], [0.01, 0.00, 0.01], [-0.01, 0.00, 0.00], [0.00, 0.00, -0.01], [0.05, 0.04, 0.13], [-0.02, -0.02, 0.06], [0.09, 0.04, -0.05], [0.01, -0.02, 0.01], [0.00, 0.00, 0.00], [0.01, 0.00, 0.00], [0.00, -0.02, -0.02], [-0.01, 0.03, 0.00], [0.00, 0.01, 0.00], [-0.01, 0.01, -0.01], [-0.08, 0.03, 0.00], [0.01, -0.02, -0.04], [-0.05, -0.02, 0.00], [0.00, 0.01, -0.01], [0.03, -0.01, 0.01], [0.02, 0.00, 0.00], [0.01, 0.00, 0.00], [0.01, -0.01, 0.00], [-0.02, -0.01, 0.00], [0.02, 0.00, 0.00]],
  "mulliken_charge": [1.572, -1.545, 1.154, -0.773, 0.187, -0.685, -0.903, 1.042, -0.763, -0.792, -0.924, 0.162, 0.180, 0.465, -0.522, -0.440, 0.375, -0.224, 0.003, -0.968, -0.797, -0.722, 0.950, -1.549, 1.133, -0.562, -0.041, -0.495, -0.995, 0.297, 0.435, 0.298, 0.375, 0.532, 0.424, 0.424, 0.556, 0.582, 0.564, 0.424, 0.427, 0.437, 0.346, 0.426, 0.527, 0.584, -0.889, 1.122, -1.050, 0.102, -0.320, -0.191, 0.084, -1.269, 0.406, -1.026, -0.581, 0.704, -1.056, -0.930, 0.942, -0.935, -0.499, 0.472, 0.387, -0.301, 0.298, 0.209, 0.379, 0.274, 0.338, 0.337, -0.055, 0.233, 0.416, 0.323, 0.349, 0.339, 0.051, 0.434, 0.523, 0.216, 0.314, 0.292, -0.303, 0.182, 0.377, -0.047, 1.719, -1.422, -0.219, -0.329, -0.200, -0.297, 0.761, -0.307, -0.220, -0.319],
  "homo_lumo_gap_ha": 0.29893,
  "e_above_lowest_ev": 0.499,
  "homo_energy_ev": -10.49,
  "charge": 1,
  "lumo_energy_ev": -2.36
}